Model w:
Molecular formula: C3H9N3
Method: DFT, ωB97M-V with the def2-TZVPD basis set

Structure (XYZ):
```
15
C3H9N3 ωB97M-V with the def2-TZVPD basis set
H 2.54 -0.03 -1.77
N 2.62 -0.41 -0.84
C 2.07 0.35 0.01
N 1.15 0.09 1.02
H 2.08 1.43 -0.29
H 1.28 -0.51 1.81
H 0.25 0.32 0.63
C -1.85 1.24 -0.25
C -2.19 -0.05 -0.35
N -1.67 -1.16 0.35
H -1.98 1.90 -1.09
H -1.20 1.60 0.56
H -2.98 -0.41 -1.00
H -1.22 -1.13 1.24
H -1.42 -1.93 -0.24
```

Output
**Orbital gap**: 9.60 eV
**Highest occupied orbital energy**: -8.6 eV
**2S+1**: 1
**SMILES**: [H]/N=C/N.C=CN

---

Model x:
Molecular formula: C3H9N3
Method: DFT, ωB97M-V with the def2-TZVPD basis set

Structure (XYZ):
```
15
C3H9N3 ωB97M-V with the def2-TZVPD basis set
H -2.87 -0.85 0.04
N -2.35 -0.66 -0.83
N -1.79 0.41 -0.79
N -1.86 1.20 0.29
H -2.47 0.94 1.10
H -1.47 2.11 0.32
C 0.93 -1.45 0.49
C 0.91 -0.38 -0.29
C 2.06 0.59 -0.26
H 0.23 -2.15 0.37
H 1.56 -1.60 1.47
H 0.36 -0.41 -1.16
H 1.59 1.52 -0.73
H 2.79 0.03 -0.89
H 2.38 0.72 0.87
```

Output
**Orbital gap**: 10.21 eV
**Highest occupied orbital energy**: -9.3 eV
**2S+1**: 1
**SMILES**: [H]/N=N\N.C=CC

---

Quick one: most stable of them? model w

---

Model w:
Molecular formula: C3H9N3
Method: DFT, ωB97M-V with the def2-TZVPD basis set

Structure (XYZ):
```
15
C3H9N3 ωB97M-V with the def2-TZVPD basis set
C 2.13 -0.09 0.73
N -0.06 0.92 -0.54
N 1.35 -0.16 -0.47
C -0.84 -0.08 -0.21
N -2.15 1.23 0.07
C -1.23 -1.32 -0.40
H 0.11 1.60 0.20
H 1.73 -0.23 -1.41
H -2.49 1.46 -0.86
H -2.83 0.63 0.54
H 1.54 0.18 1.61
H 2.95 0.63 0.67
H 2.56 -1.07 0.97
H -2.27 -1.58 -0.35
H -0.51 -2.11 -0.54
```

Output
**Orbital gap**: 9.96 eV
**Highest occupied orbital energy**: -8.9 eV
**2S+1**: 1

---

Model x:
Molecular formula: C3H9N3
Method: DFT, ωB97M-V with the def2-TZVPD basis set

Structure (XYZ):
```
15
C3H9N3 ωB97M-V with the def2-TZVPD basis set
C -0.53 -0.54 1.00
N -0.12 0.91 0.85
N -0.28 1.58 2.02
N 0.90 -0.32 -2.40
C -0.03 -0.43 -1.31
C 0.30 -1.07 -0.09
H -0.28 0.74 -0.65
H -1.21 1.60 2.44
H 0.21 2.46 2.06
H 1.86 -0.35 -2.08
H 0.77 -1.02 -3.11
H -0.27 -0.94 1.98
H -1.61 -0.66 0.84
H -1.04 -0.60 -1.68
H 1.33 -1.35 0.14
```

Output
**Orbital gap (alpha / beta)**: 8.07 / 7.66 eV
**Highest occupied orbital energy (alpha / beta)**: -7.5 / -7.1 eV
**2S+1**: 1

---

Quick one: most stable of them? model x

---

Model w:
Molecular formula: C3H9N3
Method: DFT, ωB97M-V with the def2-TZVPD basis set

Structure (XYZ):
```
15
C3H9N3 ωB97M-V with the def2-TZVPD basis set
C -1.40 1.12 1.09
C -0.59 -0.09 0.67
N 0.88 0.11 0.84
N -0.62 -0.33 -0.76
C 0.49 -0.90 -1.02
N 1.19 -0.70 -2.16
H -1.17 1.38 2.12
H -2.47 0.91 1.00
H -1.16 1.96 0.44
H -0.86 -0.98 1.26
H 1.16 1.01 0.45
H 1.15 -0.05 1.81
H 0.91 -1.85 -0.39
H 1.78 -1.44 -2.49
H 0.71 -0.16 -2.87
```

Output
**Orbital gap**: 9.18 eV
**Highest occupied orbital energy**: -8.0 eV
**2S+1**: 1
**SMILES**: C[C@H](N)/N=C/N

---

Model x:
Molecular formula: C3H9N3
Method: DFT, ωB97M-V with the def2-TZVPD basis set

Structure (XYZ):
```
15
C3H9N3 ωB97M-V with the def2-TZVPD basis set
H -1.05 -1.69 -1.12
N -1.74 -1.56 -0.40
C -1.90 -0.65 0.44
N -3.05 -0.59 1.18
H -1.15 0.11 0.68
H -3.43 0.25 1.57
H -3.75 -1.29 1.08
C 1.09 0.31 -1.31
N 1.84 -0.04 -0.37
C 2.68 0.92 0.29
H 0.34 -0.37 -1.71
H 1.21 1.28 -1.82
H 2.49 0.80 1.36
H 2.69 1.95 -0.07
H 3.73 0.59 0.20
```

Output
**Orbital gap**: 10.05 eV
**Highest occupied orbital energy**: -9.0 eV
**2S+1**: 1
**SMILES**: [H]/N=C/N.C=NC

---

Quick one: most stable of them? model w

---

Model w:
Molecular formula: C6H10O
Method: DFT, ωB97M-V with the def2-TZVPD basis set

Structure (XYZ):
```
17
C6H10O ωB97M-V with the def2-TZVPD basis set
C -1.74 0.09 -0.48
C -0.87 0.49 0.70
C -0.15 -0.62 1.47
C 1.10 -1.30 -0.98
C 1.63 0.00 -1.06
C 1.27 1.11 -0.29
O 0.17 1.46 0.31
H -2.58 -0.50 -0.10
H -1.18 -0.52 -1.19
H -2.15 0.97 -0.98
H -1.46 1.10 1.40
H -0.08 -1.54 0.90
H -0.61 -0.82 2.42
H 1.43 -1.96 -1.80
H 2.41 0.31 -1.78
H 0.84 -0.21 1.66
H 1.98 1.94 -0.20
```

Output
**Orbital gap (alpha / beta)**: 7.07 / 7.07 eV
**Highest occupied orbital energy (alpha / beta)**: -7.4 / -7.4 eV
**2S+1**: 1

---

Model x:
Molecular formula: C6H10O
Method: DFT, ωB97M-V with the def2-TZVPD basis set

Structure (XYZ):
```
17
C6H10O ωB97M-V with the def2-TZVPD basis set
C 2.21 0.25 0.37
O 1.14 -0.49 0.92
C 0.34 -1.05 -0.08
C -0.33 -0.24 -1.13
C -0.88 1.07 -0.56
C -1.73 0.27 0.46
C -1.14 -1.03 -0.06
H 3.04 0.22 1.09
H 1.91 1.30 0.20
H 2.55 -0.17 -0.59
H 0.74 -1.99 -0.48
H -0.13 -0.41 -2.18
H -1.49 1.60 -1.29
H -0.15 1.77 -0.14
H -2.79 0.34 0.22
H -1.58 0.50 1.52
H -1.70 -1.96 -0.12
```

Output
**Orbital gap**: 10.44 eV
**Highest occupied orbital energy**: -9.3 eV
**2S+1**: 1
**SMILES**: CO[C@@H]1[C@@H]2CC[C@@H]21

---

Quick one: most stable of them? model x